{
  "formula": "C42H61Br2N9O4PS2Zr",
  "method": "ωB97M-V with the def2-TZVPD basis set",
  "elements": ["Zr", "C", "C", "C", "C", "C", "C", "C", "C", "C", "C", "C", "C", "N", "C", "O", "C", "C", "C", "C", "C", "N", "C", "O", "N", "C", "C", "C", "C", "C", "C", "C", "C", "C", "C", "C", "C", "H", "H", "H", "H", "H", "H", "H", "H", "H", "H", "H", "H", "H", "H", "H", "H", "H", "H", "H", "H", "H", "H", "H", "H", "H", "H", "H", "H", "H", "H", "H", "H", "H", "H", "H", "H", "H", "Br", "C", "Br", "H", "H", "O", "H", "H", "O", "S", "N", "C", "N", "C", "C", "N", "C", "S", "H", "H", "H", "H", "H", "H", "H", "H", "C", "N", "C", "N", "C", "N", "C", "P", "C", "C", "H", "H", "H", "H", "H", "H", "H", "H", "H", "H", "H", "H"],
  "xyz": [[-21.12943, 4.97832, -1.85209], [-17.61579, 3.61087, 0.23916], [-18.29940, 2.38513, -0.35921], [-17.83065, 1.00136, 0.20412], [-18.28573, 2.34363, -1.91310], [-17.14551, 2.16298, -2.70497], [-17.19367, 2.05676, -4.10854], [-18.44948, 2.17633, -4.71954], [-19.57678, 2.41017, -3.98389], [-20.94138, 2.42547, -4.67147], [-21.48255, 1.06249, -5.00945], [-21.11121, 3.41088, -5.86017], [-19.49331, 2.51736, -2.61989], [-20.61164, 2.89651, -1.80003], [-21.26379, 1.91569, -1.17872], [-20.90363, 0.78646, -1.22075], [-22.41704, 2.38290, -0.26903], [-23.23035, 1.58764, 0.54242], [-24.25856, 2.16598, 1.28791], [-24.31713, 3.56416, 1.17582], [-23.39925, 4.31665, 0.39084], [-22.55185, 3.70536, -0.40764], [-23.34965, 5.85255, 0.27199], [-23.95457, 6.65054, 0.95455], [-22.48616, 6.16403, -0.73548], [-22.16503, 7.54523, -1.05535], [-20.92295, 8.00140, -0.57416], [-20.65246, 9.33680, -0.90942], [-21.46930, 10.10145, -1.71242], [-22.67577, 9.63338, -2.15438], [-23.08772, 8.37425, -1.83260], [-24.40262, 7.70058, -2.28766], [-24.84770, 8.06933, -3.71896], [-25.44607, 8.05288, -1.23565], [-19.94179, 7.29281, 0.33550], [-18.43537, 7.66226, 0.18555], [-20.35850, 7.55231, 1.77847], [-17.61073, 3.55435, 1.32818], [-18.06302, 4.64605, 0.14607], [-16.55771, 3.72473, -0.07180], [-19.29405, 2.40168, -0.09631], [-16.78721, 0.68832, 0.13330], [-18.38050, 0.22849, -0.28514], [-18.12965, 0.90523, 1.22644], [-16.15028, 2.08822, -2.23730], [-16.31820, 1.68573, -4.63787], [-18.62173, 2.07507, -5.85693], [-21.53979, 2.70432, -3.84747], [-20.85764, 0.63029, -5.73520], [-22.46792, 1.10260, -5.57866], [-21.49635, 0.39100, -4.14025], [-20.68466, 3.05831, -6.80289], [-20.61131, 4.38607, -5.72673], [-22.13832, 3.61867, -6.02859], [-22.98758, 0.54336, 0.64475], [-24.94053, 1.60267, 1.89607], [-25.05462, 4.13644, 1.64193], [-19.78212, 9.70211, -0.39429], [-21.32536, 11.18032, -1.86840], [-23.29373, 10.23532, -2.76749], [-24.26269, 6.62248, -2.34508], [-25.21944, 9.08466, -3.88908], [-25.69423, 7.41713, -4.03598], [-24.01241, 7.86390, -4.32371], [-25.61337, 9.15512, -1.19484], [-25.12680, 7.86222, -0.18529], [-26.41873, 7.64758, -1.39270], [-20.07812, 6.17163, 0.14296], [-18.35252, 8.71317, 0.60818], [-18.09311, 7.68373, -0.84832], [-17.67761, 7.09460, 0.75880], [-20.21045, 8.59612, 1.97930], [-19.82189, 6.91745, 2.53302], [-21.43150, 7.47974, 1.81862], [-26.85638, 4.20371, -5.48909], [-25.04391, 3.75904, -4.88672], [-24.95948, 2.61271, -3.33828], [-24.46294, 4.65160, -4.69661], [-24.52708, 3.19997, -5.64765], [-19.19395, 5.82198, -2.60478], [-19.13083, 6.34314, -3.41569], [-18.25255, 5.62341, -2.29330], [-20.46999, 7.04861, -4.90189], [-21.78175, 6.40727, -4.80342], [-22.06563, 5.53301, -3.64321], [-13.81185, 6.81613, -3.76313], [-14.89130, 6.05952, -4.31961], [-15.28203, 6.12430, -5.72188], [-16.40255, 5.08682, -5.80370], [-16.87818, 5.11818, -4.39314], [-15.90177, 5.55126, -3.60415], [-16.04495, 5.67509, -1.94494], [-13.36949, 6.20560, -2.95100], [-14.26164, 7.68367, -3.24159], [-13.05948, 7.05563, -4.55998], [-14.52116, 5.91381, -6.43438], [-15.70574, 7.08949, -5.89747], [-16.04384, 4.09781, -6.07145], [-17.17976, 5.33447, -6.56841], [-17.52678, 4.37876, -4.08881], [-20.04249, 6.59930, -11.10035], [-19.23503, 7.03795, -9.91576], [-19.62218, 8.44666, -9.67706], [-20.97405, 8.73086, -9.51745], [-21.72799, 8.24274, -10.69983], [-21.49452, 6.84792, -11.00911], [-22.07158, 5.94012, -9.93125], [-21.27634, 6.20910, -8.26887], [-19.51945, 6.07181, -8.81796], [-21.41902, 8.07198, -8.26279], [-19.87537, 5.56981, -11.32045], [-19.63646, 7.19305, -11.94871], [-19.22037, 8.92387, -10.56645], [-18.98979, 8.70616, -8.85598], [-21.42809, 8.74800, -11.63260], [-22.84341, 8.36826, -10.51511], [-21.96221, 4.93423, -10.28734], [-23.12847, 6.08149, -9.75874], [-19.24546, 5.11562, -9.18721], [-18.89558, 6.29361, -7.94855], [-20.79949, 8.42655, -7.46307], [-22.48608, 8.40054, -8.18408]],
  "forces_ev_per_a": [[-1.1253, -0.0400, 0.5652], [0.7657, 1.0092, 0.7214], [2.4059, -0.7519, -1.4614], [0.2160, 0.5922, -0.2848], [0.2696, 0.5371, -0.3158], [0.7736, -0.2283, 0.2016], [-1.0189, -0.6472, 0.6708], [1.1168, -0.4150, -2.3476], [-1.3377, -0.1296, -1.2037], [0.2682, 0.8386, -0.1257], [-1.0812, -0.3755, -0.5679], [1.5665, -0.0304, 0.5273], [0.6658, 0.1948, 2.0198], [-0.3004, 2.8088, -1.5333], [-1.2699, -0.0190, 1.6587], [0.1077, -2.6936, 0.0485], [0.4390, -0.1056, -1.2328], [0.6818, -0.0028, 0.0429], [1.1394, 1.7042, -1.2601], [1.1612, 0.1757, -0.7531], [-1.8680, -0.1010, 0.6387], [0.6409, -0.2004, 0.4883], [-0.1769, -0.2892, 0.0179], [0.2457, -0.9217, 0.2542], [1.0671, 0.3605, -0.8909], [-0.5412, -0.3590, 0.2425], [-0.5956, 1.4296, -1.2849], [0.4784, -0.3136, 0.4207], [0.4965, 1.5110, 0.9106], [-0.5020, -0.8905, -0.2626], [0.8603, -3.1057, 0.3960], [-0.1613, 1.0706, 0.1456], [-1.3838, -0.2244, 0.9167], [0.2497, 1.6334, 1.3972], [0.5640, -1.5971, 0.0930], [-0.2408, 1.5276, 0.2353], [-0.0226, -0.7175, 0.2237], [0.1298, -0.5283, 0.1793], [-0.0562, -1.1278, -0.7867], [-0.6372, -0.1925, 0.0796], [-2.0417, 0.2131, 0.6922], [0.1450, 0.6568, -0.1500], [-0.5271, -0.4732, -0.6403], [-0.0148, 0.2142, 0.8773], [-0.6096, -0.0938, -0.0619], [-0.0947, 0.5550, -0.0741], [0.6752, 0.0321, 1.8951], [-1.3187, 1.0431, 0.4879], [1.1470, -0.9126, -0.9763], [0.8409, 0.1266, 1.2466], [-0.3230, 0.2326, -0.2546], [-0.0775, -0.4123, 0.0917], [-0.0554, -0.4904, 0.2423], [-1.0193, 0.0978, -0.2022], [-0.0178, -0.2305, -0.2888], [-0.1250, -0.1070, 0.1140], [-1.0526, 0.7182, 0.9943], [0.2404, 0.7629, -0.4550], [0.6047, -0.6188, 0.0242], [-0.5660, 0.6288, -0.4492], [0.2167, -0.0864, 0.3600], [0.3728, 0.0390, 0.3043], [0.6176, 0.2318, 0.2744], [0.8868, -0.0305, -1.3043], [0.1898, -0.4854, -0.4571], [-0.2237, -0.2598, -1.0448], [-0.6747, -0.6932, -0.2971], [0.3037, 0.6612, 0.2882], [0.1297, -1.1093, -0.6342], [-0.0768, 0.0491, -0.0327], [-0.9187, -0.2111, -0.0934], [0.5293, 0.5983, 0.2702], [-0.6035, 0.6036, -0.7266], [-0.5250, -0.6139, 0.5169], [0.9112, -0.1795, 0.3612], [-0.1223, -0.0463, -0.2425], [-0.0574, 0.1980, 0.1560], [-0.3081, 0.2455, 0.2672], [-0.2522, -0.1421, -0.4380], [0.0338, -0.6540, 0.8933], [-0.2187, 0.3113, -0.4222], [-0.0530, 0.2090, 0.0090], [-0.0007, -0.2780, 0.2433], [-0.0314, 0.6583, -0.4774], [0.3781, -0.5985, 0.7379], [0.4064, 0.1596, 0.7931], [-0.2715, -1.1542, -0.9088], [-0.9210, -0.5625, 0.2973], [-0.6531, 0.2109, -0.0139], [-1.3846, -0.9770, -2.0845], [0.6734, 1.0794, 0.9004], [-0.2423, -0.1583, 0.3628], [0.1244, 0.3788, -0.5777], [0.6461, 0.0837, -0.4811], [-0.8091, -0.0724, 0.9183], [0.9184, -0.0487, -0.2913], [-0.1765, 0.9241, -0.3744], [0.2613, -0.2516, 0.1453], [0.4536, 0.0593, 0.9083], [0.7053, 0.5847, -0.0329], [0.4288, 1.7127, -0.2227], [-1.2036, -1.4402, -0.8261], [2.6084, -1.1045, -1.1490], [-1.4421, -0.2564, 0.3618], [-0.9691, -0.0446, 0.1746], [-0.2079, -1.3934, 1.3712], [0.9808, 1.1469, -0.4411], [-0.6223, -0.6176, 0.0268], [-0.1032, 2.3392, 0.0465], [-1.2696, 0.2114, -1.5898], [0.1540, -0.8527, -0.0147], [-0.4281, -0.3255, 0.3164], [-0.0598, 0.5236, -0.1004], [0.0243, 0.8595, 0.9047], [-0.0686, 0.5187, 0.6815], [1.3745, 0.1042, -0.2537], [0.1985, -0.6770, 0.0199], [-0.4424, 0.4029, -0.4152], [0.0236, -1.1138, -0.1386], [0.1853, 0.0814, -0.0056], [0.0547, 0.4737, 0.6301], [0.7491, -0.5494, 0.6537]],
  "orbital_gap_ev": 6.39,
  "largest_force_ev_per_a": 3.25,
  "homo_ev": -10.24,
  "total_charge": 1,
  "e_tot_ev": -238466.2160,
  "spin_multiplicity": 1
}